This record from the OMol25 dataset describes a structure of composition C62H46N2O3P2S3V at a distorted geometry. The level of theory is ωB97M-V/def2-TZVPD.

Geometry as XYZ:
```
119
Properties=species:S:1:pos:R:3:lowdin_charge:R:1
V 1.31788 0.06350 0.28804 0.60
O -2.09212 2.52069 3.13401 -0.49
S -2.02692 1.75695 1.85745 0.95
C -3.33355 2.74837 0.90087 -0.32
C -3.95305 3.83314 1.51580 -0.09
C -4.68662 4.74735 0.77959 -0.09
C -4.81032 4.59050 -0.59525 -0.10
C -4.20868 3.51230 -1.21953 -0.11
C -3.44850 2.59789 -0.48481 -0.37
P -2.75376 1.06692 -1.24504 1.14
C -1.80199 1.68594 -2.69482 -0.36
C -1.32132 0.73247 -3.59590 -0.13
C -0.62855 1.11210 -4.73465 -0.09
C -0.39112 2.45689 -4.98492 -0.10
C -0.81816 3.40660 -4.07082 -0.09
C -1.50539 3.02625 -2.92547 -0.08
C -4.36467 0.54686 -2.03726 -0.35
C -4.64586 0.46415 -3.39828 -0.08
C -5.91749 0.11343 -3.84259 -0.10
C -6.92756 -0.17424 -2.93948 -0.12
C -6.65279 -0.12449 -1.57780 -0.09
C -5.38873 0.22612 -1.13714 -0.11
C -3.10530 0.32396 2.13523 -0.32
C -4.28977 0.59217 2.81179 -0.09
C -5.05636 -0.42596 3.34301 -0.09
C -4.60257 -1.73101 3.23618 -0.08
C -3.43034 -1.99782 2.55021 -0.10
C -2.66475 -0.98823 1.95146 -0.23
P -1.12205 -1.64747 1.04357 0.59
C -0.24432 -2.64356 2.31339 -0.27
C -0.48689 -2.48359 3.67616 -0.07
C 0.28445 -3.16565 4.60714 -0.09
C 1.30640 -4.00672 4.19345 -0.10
C 1.56295 -4.15904 2.83894 -0.09
C 0.79634 -3.47572 1.90496 -0.11
C -2.23009 -3.05280 0.29503 -0.37
C -2.06564 -4.42307 0.46542 -0.10
C -2.89802 -5.33154 -0.18322 -0.11
C -3.90598 -4.88752 -1.02498 -0.12
C -4.07133 -3.51943 -1.22425 -0.09
C -3.24449 -2.62480 -0.56759 -0.13
H -3.83164 3.95142 2.58683 0.10
H -5.16353 5.58932 1.26969 0.09
H -5.37416 5.30762 -1.18185 0.09
H -4.32726 3.37567 -2.28792 0.11
H -1.48752 -0.32051 -3.39758 0.09
H -0.26012 0.35428 -5.41548 0.10
H 0.15562 2.75777 -5.87040 0.09
H -0.59810 4.45483 -4.23601 0.10
H -1.78663 3.77641 -2.19958 0.10
H -3.88168 0.68898 -4.12772 0.09
H -6.11674 0.07428 -4.90771 0.09
H -7.91837 -0.43827 -3.29058 0.09
H -7.42943 -0.35416 -0.85750 0.10
H -5.18622 0.26860 -0.07041 0.10
H -4.57615 1.62682 2.95596 0.10
H -5.98437 -0.20593 3.85833 0.09
H -5.15273 -2.54737 3.68993 0.10
H -3.08743 -3.01970 2.49447 0.10
H -1.26212 -1.81054 4.01094 0.10
H 0.09511 -3.02737 5.66549 0.09
H 1.91560 -4.53228 4.91994 0.09
H 2.37361 -4.79949 2.51487 0.09
H 0.99851 -3.58229 0.84674 0.08
H -1.28913 -4.79311 1.12660 0.09
H -2.75847 -6.39671 -0.03039 0.09
H -4.54839 -5.59834 -1.53212 0.08
H -4.84283 -3.15326 -1.89285 0.09
H -3.38608 -1.55908 -0.72064 0.05
S 4.03601 2.04023 -2.73496 1.00
C 4.20815 0.31336 -2.99262 -0.48
C 5.09791 -0.33537 -3.82631 -0.13
C 5.07209 -1.72943 -3.88539 -0.14
C 4.14470 -2.43569 -3.12277 -0.12
C 3.25020 -1.78997 -2.28484 -0.05
C 3.28199 -0.39125 -2.18282 -0.31
N 2.50810 0.38748 -1.38270 -0.05
C 2.78822 1.70876 -1.52856 -0.54
C 2.17660 2.66377 -0.69826 -0.28
C 2.34201 4.05974 -0.84728 -0.09
C 1.71170 4.91641 0.02935 -0.14
C 0.96624 4.40114 1.09466 -0.12
C 0.84608 3.01894 1.26201 -0.15
C 1.38851 2.10553 0.36030 -0.14
H 5.80485 0.23817 -4.41503 0.09
H 5.77060 -2.25361 -4.52705 0.08
H 4.12622 -3.51791 -3.18955 0.09
H 2.51508 -2.34134 -1.71147 0.06
H 2.96641 4.44258 -1.65038 0.08
H 1.81616 5.99050 -0.09176 0.08
H 0.48649 5.07234 1.79995 0.08
H 0.36275 2.65968 2.16149 0.06
O -0.18505 -0.20194 1.42638 -0.69
O -0.49294 0.38418 2.69342 -0.34
S -0.13696 -1.61172 -0.75921 0.45
N 2.73528 -0.25634 1.14089 -0.01
C 4.01427 -0.26124 1.36070 -0.26
C 4.77631 -1.51753 1.46427 -0.15
C 6.02362 -1.59503 2.09782 -0.04
C 6.70216 -2.79971 2.19377 -0.11
C 6.16349 -3.96064 1.65367 -0.12
C 4.92684 -3.89735 1.02042 -0.10
C 4.24111 -2.69962 0.93754 -0.03
C 4.71541 1.04731 1.43332 -0.17
C 4.11377 2.11508 2.10391 -0.02
C 4.71013 3.36437 2.12148 -0.08
C 5.92165 3.57167 1.47333 -0.11
C 6.52174 2.52076 0.79192 -0.10
C 5.92452 1.26934 0.76934 -0.05
H 6.45304 -0.70384 2.53732 0.11
H 7.66245 -2.83477 2.69649 0.09
H 6.69975 -4.89952 1.72472 0.08
H 4.49960 -4.79282 0.58185 0.10
H 3.27763 -2.63853 0.45014 0.08
H 3.16624 1.94218 2.59541 0.11
H 4.21904 4.18446 2.63191 0.10
H 6.38848 4.54988 1.48248 0.09
H 7.45493 2.68262 0.26352 0.09
H 6.37411 0.46529 0.19822 0.12
```

LUMO level (spin up / spin down): 4.05 / 4.05 eV
HOMO (spin up / spin down): 0.355 / -2.477 eV
Gap between HOMO and LUMO (spin up / spin down): 3.7 / 6.5 eV
Multiplicity: 4
Charge: -2

This record from the OMol25 dataset describes a cluster of 10 separate species, C62H54NO23 in total. The level of theory is ωB97M-V/def2-TZVPD.

Geometry as XYZ:
```
140
Properties=species:S:1:pos:R:3:lowdin_charge:R:1
O -2.28889 1.12125 -1.16988 0.16
C -2.37749 1.42149 -0.02889 -0.46
O -2.70159 0.45865 0.93643 0.05
C -2.15466 2.82514 0.48073 -0.09
C -2.32450 3.08244 1.96882 -0.15
C -3.71564 2.73908 2.53104 -0.10
N -3.64844 1.59665 3.49538 0.09
C -2.79753 1.92290 4.68300 -0.17
O -3.12988 0.97942 5.65072 -0.06
C -2.34864 1.11593 6.87015 -0.18
O -1.46850 2.17617 6.76602 -0.14
C -0.08779 1.91595 6.46979 -0.13
C 0.29879 2.54195 5.12695 -0.19
O 0.21676 1.53046 4.10938 -0.10
H -1.89279 -0.02563 1.16626 0.12
H -2.78308 3.49669 -0.11597 0.14
H -1.11296 3.04454 0.20574 0.12
H -2.16550 4.15498 2.12963 0.13
H -1.51258 2.59105 2.51952 0.10
H -4.42977 2.46312 1.74789 0.14
H -4.14099 3.58162 3.08635 0.14
H -3.24809 0.78522 3.01285 0.16
H -4.57648 1.31237 3.81839 0.19
H -3.01771 2.95940 4.96748 0.15
H -1.76402 1.82334 4.34425 0.10
H -3.06312 1.31651 7.67635 0.14
H -1.84462 0.15734 7.03872 0.14
H 0.09568 0.83553 6.42224 0.14
H 0.51379 2.34234 7.27857 0.14
H -0.40507 3.35954 4.91228 0.12
H 1.31265 2.95777 5.17603 0.13
H 0.77417 1.77797 3.35683 0.06
C -1.99869 -1.86161 -2.50431 0.01
C -1.63463 -1.04099 -3.48450 0.03
C -1.07046 -1.56744 -4.75420 -0.36
O -0.74006 -0.81032 -5.64337 0.10
C -0.91002 -3.03533 -4.88359 0.04
C -1.26415 -3.85606 -3.89734 0.03
C -1.84200 -3.33113 -2.63662 -0.37
O -2.16269 -4.07409 -1.73004 0.09
H -2.42232 -1.50078 -1.57598 0.10
H -1.74146 0.03362 -3.41596 0.11
H -0.48144 -3.39158 -5.81158 0.13
H -1.13130 -4.92733 -3.96208 0.09
C -0.52182 -8.19977 -1.19918 0.03
C -0.47639 -7.33304 -2.20604 0.02
C 0.68672 -7.28805 -3.12247 -0.35
O 0.73055 -6.48807 -4.04347 0.07
C 1.79655 -8.24264 -2.87866 0.03
C 1.74986 -9.10850 -1.86927 0.04
C 0.58561 -9.15563 -0.94833 -0.38
O 0.53838 -9.94257 -0.02780 0.11
H -1.36435 -8.24833 -0.52386 0.10
H -1.28352 -6.63410 -2.38697 0.10
H 2.64347 -8.19821 -3.55156 0.08
H 2.54880 -9.81208 -1.67223 0.13
C -1.90501 7.72218 8.68151 0.03
C -1.72906 7.35978 7.41304 0.02
C -2.03745 5.98251 6.96616 -0.38
O -1.89134 5.63467 5.80795 0.07
C -2.54068 5.02590 7.97847 0.01
C -2.72130 5.38018 9.24679 0.04
C -2.41625 6.76444 9.69941 -0.38
O -2.57794 7.09609 10.85050 0.13
H -1.69032 8.72155 9.03774 0.13
H -1.36106 8.04032 6.65588 0.12
H -2.74460 4.03295 7.60166 0.10
H -3.08781 4.69922 10.00436 0.13
C 1.62182 -0.60721 0.85760 0.02
C 2.29008 -1.73510 0.63487 0.04
C 3.77683 -1.74464 0.53670 -0.37
O 4.37749 -2.77285 0.33246 0.14
C 4.48103 -0.44693 0.69872 0.05
C 3.80552 0.67540 0.93016 0.03
C 2.33024 0.68072 1.03326 -0.37
O 1.73223 1.71849 1.26553 0.06
H 0.54152 -0.57525 0.92653 0.10
H 1.80061 -2.69361 0.51545 0.13
H 5.56009 -0.47192 0.61697 0.13
H 4.29377 1.63418 1.04306 0.10
C -6.43081 -6.73183 0.67116 0.02
C -5.39543 -6.62605 -0.15643 0.02
C -4.58787 -7.81387 -0.52980 -0.37
O -3.64025 -7.70855 -1.28027 0.09
C -4.97638 -9.12335 0.04846 0.03
C -6.01142 -9.22884 0.87755 0.03
C -6.82044 -8.04145 1.25564 -0.39
O -7.76045 -8.13315 2.01330 0.11
H -7.03892 -5.88415 0.96040 0.12
H -5.08622 -5.68627 -0.59682 0.12
H -4.37065 -9.97255 -0.24175 0.12
H -6.31547 -10.17080 1.31574 0.12
C 3.66977 -6.73095 -5.73879 0.03
C 3.73099 -5.86373 -6.74537 0.03
C 4.90279 -5.82069 -7.65680 -0.38
O 4.96108 -5.02894 -8.57127 0.11
C 6.00338 -6.78679 -7.40295 0.02
C 5.94271 -7.65472 -6.39682 0.02
C 4.77120 -7.69289 -5.48774 -0.37
O 4.71831 -8.48697 -4.56826 0.09
H 2.82060 -6.77544 -5.06866 0.08
H 2.94021 -5.15335 -6.95080 0.12
H 6.84508 -6.73699 -8.08190 0.12
H 6.73067 -8.36791 -6.19101 0.12
C 0.93400 6.74276 0.55747 0.01
C 1.49543 7.49950 -0.38182 0.03
C 2.24900 6.89331 -1.51221 -0.37
O 2.76111 7.58013 -2.36441 0.14
C 2.35161 5.40954 -1.55121 0.01
C 1.78900 4.65591 -0.60982 -0.01
C 1.03443 5.26564 0.51060 -0.38
O 0.51861 4.57082 1.36713 0.08
H 0.38356 7.15901 1.39188 0.13
H 1.43734 8.58048 -0.37456 0.13
H 2.90658 4.99207 -2.38195 0.14
H 1.85386 3.57447 -0.61028 0.12
C -2.20728 2.36563 -7.34439 0.02
C -0.94533 1.97872 -7.17591 0.02
C 0.13812 2.51575 -8.03910 -0.38
O 1.29190 2.17906 -7.88183 0.11
C -0.24074 3.48790 -9.09702 0.02
C -1.50415 3.86973 -9.26237 0.02
C -2.58799 3.34073 -8.39548 -0.39
O -3.73818 3.69675 -8.53843 0.10
H -3.01742 1.99098 -6.73085 0.12
H -0.65349 1.26655 -6.41503 0.09
H 0.56764 3.86052 -9.71324 0.12
H -1.80661 4.57755 -10.02367 0.12
C 6.53249 5.27503 2.89093 0.03
C 6.75119 4.32134 1.98933 0.02
C 5.82106 4.11206 0.85250 -0.38
O 6.00086 3.22775 0.04061 0.10
C 4.64608 5.01397 0.74816 0.03
C 4.42704 5.96720 1.64896 0.04
C 5.35031 6.17033 2.79554 -0.38
O 5.14097 7.02885 3.62309 0.12
H 7.19258 5.44730 3.73144 0.13
H 7.60359 3.65560 2.03720 0.12
H 3.98836 4.84240 -0.09500 0.08
H 3.57738 6.63663 1.59858 0.11
```

LUMO level: -3.89 eV
HOMO: -11.156 eV
Gap between HOMO and LUMO: 7.3 eV
Charge: +1

> Look up the charge of the second one.

+1

> Which formula does entry 1 have?

C62H46N2O3P2S3V

> Which value of charge does entry 2 give?

+1

> Which of these has the lowest charge?

C62H46N2O3P2S3V